<A>
Here is a 2-piece molecular cluster, C4H6N2O2 overall from the Open Molecules 2025 dataset. Energies are from ωB97M-V/def2-TZVPD.

XYZ file:
```
14
Properties=species:S:1:pos:R:3:mulliken_charge:R:1
C 2.82 0.26 0.19 0.4899
C -1.41 0.40 -0.88 -0.1161
C -1.52 -0.10 0.62 -0.3408
C -0.40 -0.52 -1.41 -0.4573
N 2.41 1.26 0.65 -0.4049
N 0.04 -1.26 -0.49 0.1796
O 3.04 -0.69 -0.36 -0.3524
O -0.84 -1.17 0.79 -0.3958
H -2.38 0.36 -1.49 0.2541
H -1.16 1.51 -1.00 0.2366
H -1.09 0.76 1.39 0.1630
H -2.61 -0.20 0.91 0.2513
H 2.54 1.51 1.59 0.2696
H 0.55 -2.12 -0.51 0.2234
```

## Properties
- E_HOMO: -9.0 eV
- HOMO-LUMO gap: 9.67 eV


<B>
Here is one molecule with the formula C4H6N2O2 from the Open Molecules 2025 dataset. Energies are from ωB97M-V/def2-TZVPD.

XYZ file:
```
14
Properties=species:S:1:pos:R:3:mulliken_charge:R:1
O -2.98 0.55 -0.04 -0.5839
C -2.10 -0.28 0.26 0.0673
N -0.86 -0.12 -0.31 -0.0131
N 0.20 -0.99 0.20 -0.2712
C 1.33 -1.24 -0.65 -0.3362
C 1.54 -0.39 0.66 -0.0329
C 1.55 1.03 0.57 0.0604
O 1.35 1.43 -0.64 -0.5821
H -2.10 -1.11 0.94 0.3802
H -0.51 0.65 -0.75 0.2509
H 1.37 -0.76 -1.60 0.2636
H 1.58 -2.31 -0.62 0.2352
H 1.71 -0.88 1.67 0.3089
H 1.69 1.65 1.61 0.2530
```

## Properties
- E_HOMO: -9.8 eV
- SMILES string: O=CNN1C[C@H]1C=O
- HOMO-LUMO gap: 9.50 eV


<C>
Here is one molecule with the formula C4H6N2O2 from the Open Molecules 2025 dataset. Energies are from ωB97M-V/def2-TZVPD.

XYZ file:
```
14
Properties=species:S:1:pos:R:3:mulliken_charge:R:1
N -1.78 1.42 0.18 -0.3998
C -0.77 0.58 0.45 -0.1105
N 0.99 1.02 0.26 -0.6100
C 1.51 -0.17 -0.04 0.1375
O 2.84 -0.39 0.15 -0.4600
C 0.61 -1.22 -0.20 -0.5992
C -0.69 -0.74 0.00 0.8804
O -1.83 -1.50 -0.01 -0.5368
H -1.71 2.41 0.39 0.2212
H -2.51 1.14 -0.47 0.1909
H 0.77 1.67 -0.48 0.2927
H 3.28 0.46 0.06 0.3528
H 0.88 -2.26 -0.23 0.3302
H -1.59 -2.43 -0.06 0.3106
```

## Properties
- E_HOMO: -6.9 eV
- SMILES string: Nc1[nH]c(O)cc1O
- HOMO-LUMO gap: 7.67 eV


<C> ends up most stable, edging out the next structure by 0.0380 hartree.


<A>
Here is a 2-piece molecular cluster, C4H6N2O2 overall from the Open Molecules 2025 dataset. Energies are from ωB97M-V/def2-TZVPD.

XYZ file:
```
14
Properties=species:S:1:pos:R:3:mulliken_charge:R:1
C -1.58 -1.62 -1.03 -0.4952
C -0.29 0.06 -0.33 0.4955
C 0.42 -0.74 0.66 -0.2833
C 1.50 1.25 0.73 0.4663
H -1.90 -2.04 -2.22 0.2097
H -2.61 -1.69 -0.24 0.2064
H -0.43 -2.10 -0.73 0.2231
H 0.47 -1.81 1.03 0.3191
H 2.33 3.20 1.04 0.2757
H -0.59 2.36 0.12 0.3280
N 2.22 2.14 1.09 -0.5214
N 0.41 1.28 -0.30 -0.5304
O -1.51 -0.29 -0.95 -0.2976
O 1.55 0.02 1.14 -0.3959
```

## Properties
- E_HOMO: -8.1 eV
- HOMO-LUMO gap: 7.66 eV


<B>
Here is one molecule with the formula C4H6N2O2 from the Open Molecules 2025 dataset. Energies are from ωB97M-V/def2-TZVPD.

XYZ file:
```
14
Properties=species:S:1:pos:R:3:mulliken_charge:R:1
C -1.51 1.32 -0.82 -1.1619
C -0.33 0.68 -0.25 0.3857
C 0.90 0.35 -0.02 0.3444
N 2.24 0.38 -0.08 -0.4355
N -0.07 -0.36 0.81 -0.3709
C -0.31 -2.08 0.60 0.6811
O -0.52 -2.36 1.76 -0.6222
O -0.07 -2.39 -0.51 -0.5367
H -2.10 1.80 -0.03 0.3047
H -1.21 2.07 -1.54 0.2888
H -2.14 0.58 -1.31 0.3087
H 2.64 0.83 -0.89 0.2274
H 2.72 -0.37 0.39 0.2468
H -0.22 -0.45 1.89 0.3396
```

## Properties
- E_HOMO: -8.3 eV
- SMILES string: CC1=C(N)[N@@H+]1C(=O)[O-]
- HOMO-LUMO gap: 8.73 eV


<B> ends up most stable, edging out the next structure by 0.1707 hartree.


<A>
Here is one molecule with the formula C4H6N2O2 from the Open Molecules 2025 dataset. Energies are from ωB97M-V/def2-TZVPD.

XYZ file:
```
14
Properties=species:S:1:pos:R:3:mulliken_charge:R:1
N 2.77 -1.16 -0.50 -0.4823
C 2.29 -0.17 -0.01 0.2803
C 1.36 0.84 -0.14 -0.2971
N 0.39 0.82 0.92 -0.4589
C -0.34 -0.40 0.76 -0.3230
C -1.60 -0.29 -0.05 0.4708
O -2.56 -1.07 -0.11 -0.5610
O -1.43 1.00 -0.71 -0.5368
H 1.88 1.80 -0.16 0.4166
H 1.03 0.81 -1.29 0.1926
H -0.30 1.60 0.84 0.3298
H 0.36 -1.26 0.10 0.2400
H -0.77 -0.78 1.72 0.3176
H -2.61 0.89 -0.91 0.4115
```

## Properties
- E_HOMO: -10.0 eV
- SMILES string: N#CCNCC(=O)O
- HOMO-LUMO gap: 10.21 eV


<B>
Here is one molecule with the formula C4H6N2O2 from the Open Molecules 2025 dataset. Energies are from ωB97M-V/def2-TZVPD.

XYZ file:
```
14
Properties=species:S:1:pos:R:3:mulliken_charge:R:1
H -1.91 -2.26 0.24 0.2360
N -2.14 -1.30 -0.09 -0.7977
C -0.94 -0.71 -0.12 0.6397
O 0.21 -1.22 -0.34 -0.3880
C 1.49 -0.75 -0.03 -0.2085
C 1.60 0.75 -0.18 -0.5515
C 0.39 1.30 -0.14 -0.1506
N -0.83 0.63 -0.27 0.2314
O -2.00 1.45 -0.18 -0.5301
H 2.18 -1.14 -0.80 0.2469
H 1.77 -1.09 1.06 0.2544
H 2.57 1.17 0.13 0.3285
H 0.36 2.37 0.23 0.3000
H -2.73 0.79 0.48 0.3895
```

## Properties
- E_HOMO: -8.4 eV
- SMILES string: [H]/N=C1\OCC=CN1O
- HOMO-LUMO gap: 9.09 eV


<C>
Here is one molecule with the formula C4H6N2O2 from the Open Molecules 2025 dataset. Energies are from ωB97M-V/def2-TZVPD.

XYZ file:
```
14
Properties=species:S:1:pos:R:3:mulliken_charge:R:1
C -2.52 -0.34 1.90 -0.2907
C 0.63 -0.41 0.44 -0.5357
C -0.10 0.04 1.70 -0.3510
C 0.85 0.58 -0.59 -0.2955
N -1.38 -0.03 1.76 -0.0175
N 0.88 0.40 -1.87 0.7297
O 1.23 1.08 -2.78 -0.6781
O 0.42 -0.95 -2.20 -0.4957
H -3.43 0.16 1.71 0.2579
H 1.58 -0.59 0.92 0.2034
H 0.24 -1.25 -0.10 0.3523
H 0.38 0.54 2.48 0.4650
H -0.08 -0.83 -2.96 0.3126
H 1.29 1.59 -0.40 0.3432
```

## Properties
- E_HOMO: -7.9 eV
- HOMO-LUMO gap: 8.67 eV


<D>
Here is C4H6N2O2 as an isolated structure from the Open Molecules 2025 dataset. Energies are from ωB97M-V/def2-TZVPD.

XYZ file:
```
14
Properties=species:S:1:pos:R:3:mulliken_charge:R:1
C 1.49 0.54 0.03 0.1267
C -1.07 0.80 -0.21 0.5229
C 0.35 -1.60 0.28 -1.2342
C 0.38 -0.19 0.64 0.7382
N 2.30 1.35 -0.08 -0.4895
N -0.91 0.84 -1.51 -0.3589
O -1.78 1.48 0.48 -0.5832
O 0.27 0.20 1.97 -0.5270
H 1.03 -1.93 -0.57 0.3129
H 0.76 -2.33 1.10 0.3398
H -0.74 -1.86 0.15 0.2950
H -0.17 0.37 -2.12 0.2278
H -1.53 1.44 -2.11 0.2653
H -0.38 0.90 1.95 0.3641
```

## Properties
- E_HOMO: -9.8 eV
- HOMO-LUMO gap: 10.10 eV


<D> ends up most stable, edging out the next structure by 0.0668 hartree.


<A>
Here is one molecule with the formula C4H6N2O2 from the Open Molecules 2025 dataset. Energies are from ωB97M-V/def2-TZVPD.

XYZ file:
```
14
Properties=species:S:1:pos:R:3:mulliken_charge:R:1
C 1.28 2.09 -1.82 -0.8276
C 0.45 1.56 -0.84 0.3781
N 0.06 0.30 -0.55 -0.4795
C -0.41 -0.15 0.58 0.3196
C -1.01 -1.56 0.52 -1.0969
N -0.15 2.78 0.06 0.9205
O 0.45 3.79 -0.09 -0.5772
O -1.09 2.53 0.81 -0.5831
H 1.23 3.19 -1.91 0.2829
H 1.67 1.51 -2.56 0.3753
H -0.67 0.25 1.58 0.3161
H -1.86 -1.69 -0.16 0.2874
H -1.38 -1.90 1.46 0.3708
H -0.28 -2.23 0.18 0.3136
```

## Properties
- E_HOMO: -9.4 eV
- SMILES string: C=C(/N=C/C)[N+](=O)[O-]
- HOMO-LUMO gap: 8.93 eV


<B>
Here is one molecule with the formula C4H6N2O2 from the Open Molecules 2025 dataset. Energies are from ωB97M-V/def2-TZVPD.

XYZ file:
```
14
Properties=species:S:1:pos:R:3:mulliken_charge:R:1
H -1.52 -1.12 -2.19 0.2492
N -1.02 -1.02 -1.25 -0.4017
C 0.10 -0.83 -1.71 -0.0706
N 1.15 -0.61 -0.71 -0.2196
C 1.29 0.20 0.47 0.1864
O 2.25 0.09 1.18 -0.5442
C 0.17 1.00 1.10 0.0062
C -1.18 0.50 1.45 -0.2560
O -1.03 1.22 0.34 -0.3820
H 0.40 -0.84 -2.82 0.2885
H 2.09 -1.03 -0.99 0.2706
H 0.55 1.79 1.71 0.3947
H -1.74 1.17 2.19 0.2394
H -1.53 -0.54 1.23 0.2392
```

## Properties
- E_HOMO: -9.9 eV
- SMILES string: [H]/N=C/NC(=O)[C@@H]1CO1
- HOMO-LUMO gap: 10.66 eV


<B> ends up most stable, edging out the next structure by 0.0879 hartree.


<A>
Here is a 2-piece molecular cluster, C4H6N2O2 overall from the Open Molecules 2025 dataset. Energies are from ωB97M-V/def2-TZVPD.

XYZ file:
```
14
Properties=species:S:1:pos:R:3:mulliken_charge:R:1
C -0.21 -1.07 -0.13 0.5892
C 3.33 -0.13 -0.45 0.7695
C -0.84 0.24 -0.55 -0.4398
C 0.76 -0.36 0.69 -1.1214
N -0.53 -2.25 -0.55 -0.7762
N 0.08 0.95 0.37 -0.0235
O 2.79 0.79 -0.85 -0.4171
O 3.81 -1.05 0.00 -0.3567
H -0.82 0.65 -1.61 0.2878
H -1.93 0.21 -0.11 0.2376
H 1.08 -0.48 1.68 0.3877
H 0.17 -2.86 -0.11 0.2434
H 0.56 1.59 -0.17 0.2845
H -0.48 1.39 1.13 0.3349
```

## Properties
- E_HOMO: -7.2 eV
- HOMO-LUMO gap: 7.53 eV


<B>
Here is one molecule with the formula C4H6N2O2 from the Open Molecules 2025 dataset. Energies are from ωB97M-V/def2-TZVPD.

XYZ file:
```
14
Properties=species:S:1:pos:R:3:mulliken_charge:R:1
H 2.80 0.14 -0.04 0.2132
N 1.92 -0.09 -0.41 -0.4710
C 1.38 -1.02 0.26 -0.0277
N 0.04 -1.48 0.10 -0.1768
C -1.18 -0.78 0.00 0.2252
O -2.29 -1.30 -0.21 -0.5995
C -1.16 0.69 0.24 0.2462
C -0.44 1.65 -0.55 -0.4151
O -0.20 1.45 0.82 -0.4143
H 1.94 -1.75 0.93 0.2980
H -0.12 -2.48 0.12 0.2841
H -2.17 0.94 0.65 0.3243
H -0.89 2.63 -0.81 0.2262
H 0.38 1.41 -1.11 0.2871
```

## Properties
- E_HOMO: -10.1 eV
- SMILES string: [H]/N=C/NC(=O)[C@@H]1CO1
- HOMO-LUMO gap: 10.90 eV


<C>
Here is one molecule with the formula C4H6N2O2 from the Open Molecules 2025 dataset. Energies are from ωB97M-V/def2-TZVPD.

XYZ file:
```
14
Properties=species:S:1:pos:R:3:mulliken_charge:R:1
C -0.08 -1.61 -0.83 -0.9118
N -0.36 -0.25 -0.43 0.1004
C -1.13 -0.05 0.73 -0.4793
C -0.59 0.70 1.67 0.2975
N -0.01 1.11 2.66 -0.4867
C 0.45 0.80 -0.80 0.5378
O 0.13 1.96 -0.77 -0.5801
O 1.63 0.39 -1.33 -0.4728
H 0.34 -1.61 -1.84 0.3163
H -1.01 -2.17 -0.81 0.3286
H 0.63 -2.10 -0.16 0.3140
H -2.12 -0.45 0.75 0.4024
H 0.03 2.10 2.85 0.2881
H 2.09 1.16 -1.69 0.3456
```

## Properties
- E_HOMO: -8.3 eV
- SMILES string: CN(C=C=N)C(=O)O
- HOMO-LUMO gap: 9.02 eV


<C> ends up most stable, edging out the next structure by 0.0318 hartree.


<A>
Here is a 2-piece molecular cluster, C4H6N2O2 overall from the Open Molecules 2025 dataset. Energies are from ωB97M-V/def2-TZVPD.

XYZ file:
```
14
Properties=species:S:1:pos:R:3:mulliken_charge:R:1
C 1.45 -0.33 0.01 -0.3191
C 0.06 0.52 -0.06 0.7556
C -0.99 0.22 -1.15 -0.2773
C -0.68 -0.14 1.10 -0.3926
H -0.16 -1.72 -0.53 0.4660
H 2.12 0.25 -0.80 0.2632
H 1.89 -0.43 1.06 0.2906
H -0.39 2.61 0.61 0.3958
H -0.72 0.23 -2.21 0.3534
H -0.23 -0.18 2.15 0.3320
N -1.98 -0.52 -0.69 -0.3542
N -1.85 -0.68 0.80 -0.3295
O 1.14 -1.72 -0.26 -0.5481
O 0.34 1.90 -0.03 -0.6359
```

## Properties
- E_HOMO: -10.4 eV
- HOMO-LUMO gap: 9.69 eV


<B>
Here is one molecule with the formula C4H6N2O2 from the Open Molecules 2025 dataset. Energies are from ωB97M-V/def2-TZVPD.

XYZ file:
```
14
Properties=species:S:1:pos:R:3:mulliken_charge:R:1
C 0.48 -1.74 0.12 -0.1599
C -0.79 -1.36 0.38 -0.4752
C 1.43 -0.62 -0.08 0.5177
C -1.10 0.13 0.65 0.0942
N 0.79 0.51 -0.48 -0.2550
N 1.36 1.59 -0.01 -0.3386
O 2.61 -0.61 0.18 -0.6557
O -2.00 0.85 0.00 -0.4908
H 0.87 -2.82 -0.17 0.2824
H -1.68 -1.95 0.23 0.3648
H -0.81 0.37 1.68 0.3500
H 2.15 1.51 0.52 0.1918
H 1.25 2.44 -0.50 0.1923
H -2.27 0.64 -0.96 0.3819
```

## Properties
- E_HOMO (alpha / beta): -7.4 / -7.4 eV
- HOMO-LUMO gap (alpha / beta): 7.69 / 7.69 eV


<B> ends up most stable, edging out the next structure by 0.0734 hartree.